The following is a quantum chemistry calculation of an isolated molecule of C3H7N3S in a non-equilibrium geometry, from OMol25.

Each atom is followed by the atoms it is bonded to, with distances in Å.
Positions of all 14 atoms, in Å:
1 C 1.626 -1.203 0.428  H4 1.186, H5 1.170, H6 1.315, N11 1.523
2 C -0.722 0.664 0.098  C3 1.448, N12 1.269, N13 1.411
3 C -1.381 -0.581 -0.235  C2 1.448, H10 1.117, S14 1.604
4 H 0.764 -2.014 0.514  C1 1.186
5 H 2.689 -1.565 0.099  C1 1.170
6 H 1.664 -0.652 1.622  C1 1.315
7 H 2.277 0.355 -0.965  N11 1.074
8 H -2.494 1.760 -0.144  N13 1.141
9 H -1.208 2.834 -0.205  N13 1.125
10 H -0.718 -1.322 -0.745  C3 1.117
11 N 1.379 -0.107 -0.600  C1 1.523, H7 1.074, N12 1.385
12 N 0.515 0.858 -0.111  C2 1.269, N11 1.385
13 N -1.446 1.857 0.298  C2 1.411, H8 1.141, H9 1.125
14 S -2.945 -0.885 -0.053  C3 1.604

LUMO level in eV: -1.00
Relative energy (zero: lowest compared OMol25 entry of this formula, charge and spin) in kJ/mol: 424.04
Structure (SMILES): CN/N=C(/N)C=S
Kohn-Sham gap in eV: 7.4

Want to see where the charge sits? The Mulliken charges in e are: -0.7083 0.5336 -0.2134 0.2531 0.3012 0.2265 0.2967 0.2504 0.2985 0.3162 -0.2886 -0.4209 -0.5969 -0.2482

***

The following is a quantum chemistry calculation of an isolated molecule of C3H7N3S in a non-equilibrium geometry, from OMol25.

Each atom is followed by the atoms it is bonded to, with distances in Å.
Positions of all 14 atoms, in Å:
1 C 0.931 0.458 -0.042  C2 1.500, C3 1.475, H8 1.141, H9 1.131
2 C 0.444 0.671 -1.445  C1 1.500, S7 1.851, H10 1.177, H11 1.115
3 C -0.146 0.406 0.963  C1 1.475, N5 1.209
4 N -0.654 -0.328 3.136  N5 1.191, H13 1.017
5 N -0.163 0.020 2.109  C3 1.209, N4 1.191
6 N -1.261 -1.177 -0.555  S7 1.680, H12 1.006, H14 1.023
7 S -0.481 -0.832 -2.003  C2 1.851, N6 1.680
8 H 1.430 -0.559 0.094  C1 1.141
9 H 1.712 1.245 0.178  C1 1.131
10 H 0.095 1.791 -1.548  C2 1.177
11 H 1.273 0.494 -2.169  C2 1.115
12 H -0.979 -2.072 -0.194  N6 1.006
13 H -0.837 -1.306 3.346  N4 1.017
14 H -2.278 -1.271 -0.615  N6 1.023

LUMO level in eV: 0.53
Relative energy (zero: lowest compared OMol25 entry of this formula, charge and spin) in kJ/mol: 468.28
Kohn-Sham gap in eV: 8.3

Want to see where the charge sits? The Mulliken charges in e are: -0.5517 -0.4526 0.1761 -1.1054 0.6153 -0.5405 -0.0328 0.2594 0.3272 0.3083 0.2609 0.2608 0.2234 0.2517

***

The following is a quantum chemistry calculation of an isolated molecule of C3H7N3S in a non-equilibrium geometry, from OMol25.

Each atom is followed by the atoms it is bonded to, with distances in Å.
Positions of all 14 atoms, in Å:
1 C -2.051 -0.603 0.258  H4 1.199, H5 1.126, H6 1.145, N11 1.579
2 C 0.944 0.099 -0.379  C3 1.488, N12 1.345, N13 1.362
3 C 1.141 0.840 0.897  C2 1.488, H10 1.058, S14 1.619
4 H -1.445 -1.049 1.192  C1 1.199
5 H -3.019 -0.369 0.784  C1 1.126
6 H -2.236 -1.473 -0.463  C1 1.145
7 H -1.942 1.295 -0.765  N11 1.065
8 H 3.074 -0.363 -0.530  N13 1.052
9 H 2.140 -1.234 -1.776  N13 1.212
10 H 0.252 1.281 1.265  C3 1.058
11 N -1.268 0.685 -0.210  C1 1.579, H7 1.065, N12 1.452
12 N -0.203 0.208 -1.074  C2 1.345, N11 1.452
13 N 2.100 -0.371 -0.925  C2 1.362, H8 1.052, H9 1.212
14 S 2.514 1.054 1.727  C3 1.619

LUMO level in eV: -0.92
Relative energy (zero: lowest compared OMol25 entry of this formula, charge and spin) in kJ/mol: 379.22
Structure (SMILES): CN/N=C(/N)C=S
Kohn-Sham gap in eV: 7.4

Want to see where the charge sits? The Mulliken charges in e are: -0.6999 0.4805 -0.2201 0.2000 0.3331 0.2828 0.2705 0.2163 0.2970 0.4297 -0.2619 -0.5997 -0.4765 -0.2516

***

The following is a quantum chemistry calculation of an isolated molecule of C3H7N3S in a non-equilibrium geometry, from OMol25.

Each atom is followed by the atoms it is bonded to, with distances in Å.
Positions of all 14 atoms, in Å:
1 C 0.131 -1.537 -1.581  H4 1.101, H5 1.152, H6 1.131, N11 1.419
2 C 2.169 0.495 0.183  H7 1.104, H8 1.204, N12 1.300
3 C -0.625 -0.120 0.244  N11 1.362, N13 1.426, S14 1.717
4 H 0.363 -2.586 -1.338  C1 1.101
5 H -0.990 -1.357 -1.783  C1 1.152
6 H 0.813 -1.123 -2.382  C1 1.131
7 H 1.875 0.136 1.184  C2 1.104
8 H 3.037 1.324 0.081  C2 1.204
9 H -1.726 -1.913 0.367  N13 1.094
10 H -2.218 -0.451 1.153  N13 1.091
11 N 0.380 -0.623 -0.526  C1 1.419, C3 1.362, N12 1.413
12 N 1.458 0.222 -0.870  C2 1.300, N11 1.413
13 N -1.856 -0.839 0.200  C3 1.426, H9 1.094, H10 1.091
14 S -0.693 1.352 1.126  C3 1.717

LUMO level in eV: 0.58
Relative energy (zero: lowest compared OMol25 entry of this formula, charge and spin) in kJ/mol: 279.68
Structure (SMILES): C=NN(C)C(N)=S
Kohn-Sham gap in eV: 8.9

Want to see where the charge sits? The Mulliken charges in e are: -0.9424 -0.3374 0.2893 0.2439 0.3748 0.3832 0.3504 0.2204 0.2632 0.3069 0.3728 -0.5897 -0.6014 -0.3339

***

The following is a quantum chemistry calculation of an isolated molecule of C3H7N3S in a non-equilibrium geometry, from OMol25.

Each atom is followed by the atoms it is bonded to, with distances in Å.
Positions of all 14 atoms, in Å:
1 C 1.203 1.328 0.340  C2 1.594, H4 1.103, H5 1.102, H6 1.130
2 C 1.383 -0.175 -0.159  C1 1.594, N11 1.435, S14 1.679
3 C -1.071 -0.343 -0.266  N11 1.384, N12 1.356, N13 1.298
4 H 1.252 1.857 -0.627  C1 1.103
5 H 2.111 1.431 0.956  C1 1.102
6 H 0.296 1.457 1.001  C1 1.130
7 H 0.133 -1.878 -0.785  N11 1.053
8 H -2.879 -1.088 0.573  N12 1.074
9 H -1.341 -2.025 0.881  N12 1.062
10 H -0.897 1.438 -1.022  N13 0.966
11 N 0.182 -0.851 -0.559  C2 1.435, C3 1.384, H7 1.053
12 N -1.853 -1.282 0.321  C3 1.356, H8 1.074, H9 1.062
13 N -1.485 0.862 -0.515  C3 1.298, H10 0.966
14 S 2.967 -0.733 -0.139  C2 1.679

LUMO level in eV: 0.28
Relative energy (zero: lowest compared OMol25 entry of this formula, charge and spin) in kJ/mol: 117.46
Structure (SMILES): [H]/N=C(/N)NC(C)=S
Kohn-Sham gap in eV: 8.9

Want to see where the charge sits? The Mulliken charges in e are: -1.2386 0.2677 0.6045 0.3038 0.3736 0.4196 0.3069 0.2622 0.2233 0.2684 -0.2453 -0.5224 -0.7522 -0.2716

***

The following is a quantum chemistry calculation of an isolated molecule of C3H7N3S in a non-equilibrium geometry, from OMol25.

Each atom is followed by the atoms it is bonded to, with distances in Å.
Positions of all 14 atoms, in Å:
1 C 1.045 0.477 0.456  C2 1.479, H5 1.107, H6 1.082, N11 1.461
2 C 0.155 1.573 0.016  C1 1.479, H7 1.095, H8 1.099, N12 1.449
3 C -0.882 -0.494 -0.504  N11 1.398, N12 1.419, N13 1.264
4 H 0.561 -2.551 1.154  S14 1.361
5 H 0.930 0.349 1.549  C1 1.107
6 H 2.080 0.619 0.173  C1 1.082
7 H 0.202 2.414 0.716  C2 1.095
8 H 0.439 1.913 -0.990  C2 1.099
9 H -1.860 1.327 -0.481  N12 0.981
10 H -1.400 -2.225 -0.902  N13 1.005
11 N 0.479 -0.676 -0.241  C1 1.461, C3 1.398, S14 1.738
12 N -1.095 0.849 -0.095  C2 1.449, C3 1.419, H9 0.981
13 N -1.800 -1.308 -0.808  C3 1.264, H10 1.005
14 S 1.146 -2.268 -0.042  H4 1.361, N11 1.738

LUMO level in eV: 0.74
Relative energy (zero: lowest compared OMol25 entry of this formula, charge and spin) in kJ/mol: 88.33
Structure (SMILES): [H]/N=C1/NCCN1S
Kohn-Sham gap in eV: 9.7

Want to see where the charge sits? The Mulliken charges in e are: -0.3843 -0.4849 0.4075 0.1461 0.2854 0.3067 0.3186 0.2763 0.2527 0.2470 -0.1938 -0.2847 -0.6917 -0.2009

***

The following is a quantum chemistry calculation of an isolated molecule of C3H7N3S in a non-equilibrium geometry, from OMol25.

Each atom is followed by the atoms it is bonded to, with distances in Å.
Positions of all 14 atoms, in Å:
1 C -1.017 -0.261 0.063  C2 1.386, N11 1.363, N12 1.380
2 C 0.109 0.545 0.112  C1 1.386, C3 1.429, H8 1.094
3 C 1.481 0.157 0.008  C2 1.429, N13 1.367, S14 1.698
4 H -1.784 -2.229 -0.115  N11 1.016
5 H -0.022 -2.039 0.097  N11 1.046
6 H -2.443 1.248 -0.124  N12 0.972
7 H -3.065 -0.315 -0.079  N12 1.008
8 H -0.089 1.621 0.116  C2 1.094
9 H 2.176 2.063 0.077  N13 1.002
10 H 3.358 0.842 0.169  N13 1.007
11 N -0.978 -1.623 0.007  C1 1.363, H4 1.016, H5 1.046
12 N -2.264 0.293 -0.141  C1 1.380, H6 0.972, H7 1.008
13 N 2.440 1.120 -0.135  C3 1.367, H9 1.002, H10 1.007
14 S 2.097 -1.424 -0.054  C3 1.698

LUMO level in eV: 0.72
Relative energy (zero: lowest compared OMol25 entry of this formula, charge and spin) in kJ/mol: 0.00
Structure (SMILES): NC(=S)C=C(N)N
Kohn-Sham gap in eV: 8.4

Want to see where the charge sits? The Mulliken charges in e are: 0.6729 -0.5722 0.4998 0.1987 0.0265 0.1735 0.1773 0.0825 0.2190 0.2176 -0.3017 -0.4174 -0.4420 -0.5344

***

The following is a quantum chemistry calculation of an isolated molecule of C3H7N3S in a non-equilibrium geometry, from OMol25.

Each atom is followed by the atoms it is bonded to, with distances in Å.
Positions of all 14 atoms, in Å:
1 C 0.244 1.347 -0.746  C2 1.478, H6 1.098, H7 1.084, N11 1.459
2 C 1.277 0.512 -0.099  C1 1.478, H8 1.159, N12 1.252
3 C -0.875 -1.578 0.305  H10 1.115, N13 1.369, S14 1.644
4 H 0.189 3.198 -1.647  N11 1.030
5 H 1.339 2.275 -2.277  N11 1.034
6 H -0.444 0.744 -1.352  C1 1.098
7 H -0.377 1.776 0.031  C1 1.084
8 H 2.183 1.109 0.310  C2 1.159
9 H 0.616 -2.437 -0.707  N13 1.009
10 H -1.380 -2.534 0.034  C3 1.115
11 N 0.890 2.495 -1.373  C1 1.459, H4 1.030, H5 1.034
12 N 1.399 -0.733 -0.043  C2 1.252, N13 1.373
13 N 0.329 -1.539 -0.346  C3 1.369, H9 1.009, N12 1.373
14 S -1.521 -0.461 1.324  C3 1.644

LUMO level in eV: 0.65
Relative energy (zero: lowest compared OMol25 entry of this formula, charge and spin) in kJ/mol: 210.16
Structure (SMILES): NC/C=N\NC=S
Kohn-Sham gap in eV: 9.2

Want to see where the charge sits? The Mulliken charges in e are: -0.4255 0.1158 -0.1039 0.2428 0.2331 0.2919 0.3164 0.3143 0.2716 0.2873 -0.6548 -0.5615 -0.0247 -0.3028

***

The following is a quantum chemistry calculation of the ion C3H7N4 with charge +1 in a non-equilibrium geometry, from OMol25.

Each atom is followed by the atoms it is bonded to, with distances in Å.
Positions of all 14 atoms, in Å:
1 C 1.012 0.557 0.761  C2 1.393, N4 1.339, H8 1.101
2 C 1.348 -0.552 -0.012  C1 1.393, N5 1.332, H9 1.103
3 C -0.941 0.074 -0.264  N4 1.304, N5 1.797, H10 1.012
4 N -0.277 0.850 0.548  C1 1.339, C3 1.304, N6 1.405
5 N 0.334 -1.131 -0.654  C2 1.332, C3 1.797, N7 1.264
6 N -0.831 2.042 1.046  N4 1.405, H11 1.069, H12 1.049
7 N 0.179 -2.142 -1.397  N5 1.264, H13 1.031, H14 1.088
8 H 1.557 1.360 1.281  C1 1.101
9 H 2.353 -0.851 -0.352  C2 1.103
10 H -1.849 0.075 -0.710  C3 1.012
11 H -1.877 2.260 1.034  N6 1.069
12 H -0.628 2.297 2.042  N6 1.049
13 H -0.008 -1.874 -2.375  N7 1.031
14 H -0.372 -2.967 -0.949  N7 1.088

LUMO level in eV: -4.07
Relative energy (zero: lowest compared OMol25 entry of this formula, charge and spin) in kJ/mol: 493.29
Structure (SMILES): Nn1cc[n+](N)c1
Kohn-Sham gap in eV: 9.5
Net charge: +1

Want to see where the charge sits? The Mulliken charges in e are: -0.4484 0.0326 -0.0262 0.5014 0.4065 -1.0008 -0.8575 0.3933 0.3792 0.4283 0.3081 0.2988 0.2797 0.3049

***

The following is a quantum chemistry calculation of a cluster of 2 separate species, C3H7N4 in total in a non-equilibrium geometry, from OMol25.

Each atom is followed by the atoms it is bonded to, with distances in Å.
Positions of all 14 atoms, in Å:
1 C 0.496 2.185 -1.362  C2 1.395, N4 1.324, H8 1.149
2 C 0.163 0.831 -1.312  C1 1.395, N6 1.311, H9 1.178
3 C -0.216 -1.673 1.121  N7 1.307, H10 1.153, H11 1.049
4 N 0.795 2.605 -0.142  C1 1.324, N5 1.306
5 N 0.633 1.536 0.590  N4 1.306, N6 1.336, H12 0.992
6 N 0.256 0.435 -0.065  C2 1.311, N5 1.336
7 N -1.189 -2.324 0.539  C3 1.307, H13 0.992, H14 0.925
8 H 0.644 2.788 -2.330  C1 1.149
9 H 0.194 0.025 -2.170  C2 1.178
10 H -0.370 -1.172 2.148  C3 1.153
11 H 0.704 -1.517 0.641  C3 1.049
12 H 0.873 1.673 1.542  N5 0.992
13 H -0.980 -2.988 -0.168  N7 0.992
14 H -2.005 -2.405 0.968  N7 0.925

LUMO level in eV: -5.07
Relative energy (zero: lowest compared OMol25 entry of this formula, charge and spin) in kJ/mol: 283.68
Kohn-Sham gap in eV: 8.9
Net charge: +1

Want to see where the charge sits? The Mulliken charges in e are: -0.1909 -0.1529 -0.0746 -0.5390 0.2205 -0.1738 -0.1255 0.3283 0.2982 0.2757 0.3798 0.2352 0.2818 0.2372

***

The following is a quantum chemistry calculation of the ion C3H7N4 with charge +1 in a non-equilibrium geometry, from OMol25.

Each atom is followed by the atoms it is bonded to, with distances in Å.
Positions of all 14 atoms, in Å:
1 C -1.726 0.964 -0.343  N4 1.331, N6 1.335, H8 1.018
2 C 0.413 0.103 0.090  C3 1.545, N6 1.366, N7 1.355
3 C 0.719 -1.209 -0.668  C2 1.545, H9 1.061, H10 1.144, H11 1.163
4 N -2.031 -0.298 -0.050  C1 1.331, N5 1.196
5 N -1.209 -0.974 0.497  N4 1.196
6 N -0.399 1.115 -0.337  C1 1.335, C2 1.366, H12 1.047
7 N 1.242 0.450 1.104  C2 1.355, H13 1.061, H14 1.081
8 H -2.412 1.625 -0.704  C1 1.018
9 H 1.123 -1.054 -1.637  C3 1.061
10 H -0.205 -1.859 -0.484  C3 1.144
11 H 1.571 -1.796 -0.138  C3 1.163
12 H -0.087 2.101 -0.497  N6 1.047
13 H 2.027 -0.252 1.226  N7 1.061
14 H 0.975 1.084 1.939  N7 1.081

<S²>: 2.02
LUMO level (spin up / spin down) in eV: -3.92 / -6.58
2S+1: 3
Relative energy (zero: lowest compared OMol25 entry of this formula, charge and spin) in kJ/mol: 76.89
Kohn-Sham gap (spin up / spin down) in eV: 8.7 / 9.6
Net charge: +1

Want to see where the charge sits? The Mulliken charges in e are: -0.1737 0.6915 -1.0446 0.0052 -0.3215 -0.1661 -0.4174 0.4920 0.3523 0.3494 0.3663 0.2891 0.2836 0.2938

***

The following is a quantum chemistry calculation of the ion C3H7N4O with charge +1 in a non-equilibrium geometry, from OMol25.

Each atom is followed by the atoms it is bonded to, with distances in Å.
Positions of all 15 atoms, in Å:
1 C -0.822 -0.668 -1.084  C3 1.881, N6 1.328, O8 1.168
2 C 1.228 0.481 -0.744  N6 1.438, N7 1.495, H9 1.093, H10 1.100
3 C -0.363 -0.542 0.735  C1 1.881, N5 1.397, N7 1.489, H11 1.088
4 N -2.156 0.515 1.633  N5 1.244, H12 1.028
5 N -0.972 0.601 1.262  C3 1.397, N4 1.244
6 N 0.268 -0.131 -1.621  C1 1.328, C2 1.438, H13 1.013
7 N 1.083 -0.238 0.560  C2 1.495, C3 1.489, H14 1.025, H15 1.030
8 O -1.822 -1.144 -1.455  C1 1.168
9 H 2.238 0.377 -1.151  C2 1.093
10 H 1.003 1.545 -0.577  C2 1.100
11 H -0.567 -1.519 1.167  C3 1.088
12 H -2.482 1.420 1.996  N4 1.028
13 H 0.334 0.026 -2.620  N6 1.013
14 H 1.634 -1.102 0.575  N7 1.025
15 H 1.397 0.378 1.323  N7 1.030

LUMO level in eV: -3.97
Relative energy (zero: lowest compared OMol25 entry of this formula, charge and spin) in kJ/mol: 250.99
Structure (SMILES): [H]/N=N/[C@@H]1[NH2+]CNC1=O
Kohn-Sham gap in eV: 9.7
Net charge: +1

Want to see where the charge sits? The Mulliken charges in e are: 0.3853 -0.4634 -0.1586 -0.5942 0.0344 -0.1242 -0.1392 -0.3950 0.3882 0.3227 0.4796 0.2794 0.2446 0.3968 0.3435